Entry from the OMol25 dataset: a 2-piece molecular cluster, CF3NOS overall (ωB97M-V/def2-TZVPD).

```
7
Properties=species:S:1:pos:R:3:forces:R:3
C 2.35830 -0.01866 -0.24453 0.932 -0.150 0.200
N 1.25634 0.13850 -0.47686 -0.779 0.083 -0.331
O -1.10355 0.94700 0.96725 -0.148 -0.080 0.174
F 3.57508 -0.19392 0.01131 0.305 -0.028 0.069
F -3.06894 0.36855 -0.41356 1.699 -0.265 0.355
F -1.60379 -1.41874 0.33269 0.226 1.822 -0.457
S -1.41343 0.17727 -0.17629 -2.236 -1.383 -0.011
```
Positions in Å, forces in eV/Å.

Properties
gap between HOMO and LUMO: 11.94 eV
LUMO: 0.12 eV
relative energy (zero: lowest compared OMol25 entry of this formula, charge and spin): 17.0 kcal per mole
HOMO: -11.82 eV

Atom charges from the Mulliken analysis, given in e for atoms 1 to 6: atom 1 (C): 0.361, atom 2 (N): -0.211, atom 3 (O): -0.377, atom 4 (F): -0.170, atom 5 (F): -0.253, atom 6 (F): -0.273


Entry from the OMol25 dataset: C25H21Co2N2O7 as an isolated structure (ωB97M-V/def2-TZVPD).

```
57
Properties=species:S:1:pos:R:3:forces:R:3
C -1.30044 1.93517 2.31911 0.051 -0.187 -0.066
N 0.03101 1.83102 1.78446 -0.159 0.178 0.737
C 0.33717 1.16057 0.54468 -0.537 -1.846 -0.105
H 0.26623 0.01504 0.68326 -0.199 1.942 -0.349
C -0.58713 1.54110 -0.59362 -0.107 0.350 -0.247
C -1.34476 0.54648 -1.23255 0.213 0.253 0.167
C -2.17978 0.88619 -2.28352 -0.304 0.658 -0.506
C -2.26883 2.23544 -2.71439 0.653 -0.317 0.799
O -3.09999 2.47580 -3.75988 -0.255 0.446 -0.366
C -3.26004 3.81674 -4.23609 0.161 -0.514 0.296
C -1.51261 3.23660 -2.06755 -0.459 -0.430 -0.411
C -0.68469 2.87788 -1.00972 -0.032 -0.578 0.065
N 1.71537 1.54359 0.33709 0.636 -0.046 -0.096
C 2.43627 1.27663 -0.87923 -0.052 -0.179 0.013
C 2.17753 2.33496 1.35993 0.255 0.941 -0.418
C 1.11723 2.51751 2.26885 -0.385 1.018 -0.031
C 1.16701 3.48520 3.26841 0.018 -0.765 -0.339
C 2.36575 4.19118 3.40237 0.858 0.130 -0.278
C 3.43198 3.99973 2.50616 -0.393 0.405 0.734
C 3.33429 3.10811 1.43312 -0.474 -0.710 0.050
H -1.23671 2.37589 3.32148 -0.128 -0.283 -0.241
H -1.95778 2.57480 1.70581 0.158 -0.128 0.074
H -1.75128 0.93253 2.38005 0.008 0.296 0.082
H -1.26360 -0.49633 -0.88951 -0.017 0.504 -0.180
H -2.77839 0.13068 -2.80384 0.236 0.309 0.205
H -3.97095 3.73106 -5.05362 0.019 0.102 -0.004
H -3.66562 4.47793 -3.45984 0.062 -0.133 -0.064
H -2.31497 4.23163 -4.60862 -0.101 -0.103 0.066
H -1.57480 4.27342 -2.39819 0.031 -0.277 0.140
H -0.10489 3.64839 -0.49945 -0.049 -0.208 -0.063
H 3.48279 1.57190 -0.73428 -0.282 -0.230 -0.109
H 2.38841 0.20302 -1.11395 0.130 0.266 -0.027
H 2.03735 1.83180 -1.74473 0.030 -0.060 0.212
H 0.28634 3.66935 3.88727 0.436 0.080 -0.084
H 2.46649 4.91868 4.20358 0.041 -0.080 -0.125
H 4.34275 4.57883 2.63674 -0.151 -0.044 -0.012
H 4.10274 3.01239 0.66271 -0.142 0.149 0.394
O 1.28730 -5.48356 3.64187 -0.581 -0.239 -1.491
C 0.78173 -5.54844 2.60217 -0.125 0.877 1.183
Co 0.05124 -5.71740 0.99784 0.712 0.709 -0.270
C 1.56245 -5.73919 0.09014 2.361 -0.135 -1.031
O 2.55067 -5.89192 -0.49414 -1.317 0.148 0.831
C -0.22863 -7.42531 1.23896 -1.470 -1.167 -0.068
O -0.33759 -8.56496 1.36410 0.365 0.460 0.006
C -0.93723 -3.94054 1.04741 -1.414 0.467 2.931
C -0.23814 -2.87812 0.52388 2.058 2.474 2.323
C 0.58899 -1.81608 0.76914 -0.198 -2.400 0.155
Co -0.81312 -4.01883 -0.74060 -0.029 -2.722 -4.051
C 0.61512 -3.86919 -1.76581 1.620 0.242 -1.561
O 1.56814 -3.86472 -2.41809 -1.161 0.209 0.816
C -2.08493 -3.37767 -1.85097 -1.177 0.065 0.353
O -2.88482 -2.94303 -2.56588 1.194 -0.440 0.681
C -1.01201 -5.83718 -0.98379 -1.402 -0.596 -0.659
O -1.41871 -6.76556 -1.56716 0.762 0.802 0.724
H -1.82043 -3.86941 1.70337 0.459 -0.022 -0.302
H 1.29052 -1.56820 -0.03386 -0.383 0.500 0.305
H 0.85002 -1.56159 1.81892 -0.042 -0.141 -0.790
```
Positions in Å, forces in eV/Å.

Properties
gap between HOMO and LUMO: 6.40 eV
LUMO: 2.32 eV
total charge: -1
HOMO: -4.08 eV

Atom charges from the Mulliken analysis, given in e for atoms 1 to 6: atom 1 (C): -1.019, atom 2 (N): 0.279, atom 3 (C): 1.681, atom 4 (H): -1.151, atom 5 (C): -0.742, atom 6 (C): -0.096


Entry from the OMol25 dataset: a 14-piece molecular cluster, C22H72N6O14 overall (ωB97M-V/def2-TZVPD).

```
114
Properties=species:S:1:pos:R:3:forces:R:3
C -4.34843 -2.36969 -0.65065 -1.174 0.849 0.255
C -3.31443 -1.31869 -0.26565 -0.461 -0.944 -0.685
O -2.32643 -1.43269 -1.26965 0.297 -2.759 0.893
H -5.05843 -2.50769 0.16535 0.067 -0.277 0.166
H -3.93343 -3.33669 -0.95265 0.134 0.320 0.159
H -4.97243 -1.94969 -1.46165 0.455 -0.422 0.024
H -3.00343 -1.39769 0.77535 0.699 -0.506 -0.066
H -3.69843 -0.33169 -0.32165 -0.865 0.960 -0.111
H -2.02443 -0.61269 -1.55165 0.928 2.941 -0.884
C -2.60843 1.22131 2.30935 1.473 -1.333 4.176
C -3.23943 2.54931 2.50935 0.206 1.951 -0.958
O -4.65643 2.43731 2.61135 0.030 -0.964 0.136
H -2.58543 0.85831 1.36935 -1.492 -1.221 -3.483
H -2.85843 0.34631 3.05935 0.276 1.962 -1.341
H -1.51443 1.32531 2.29935 0.076 0.405 1.109
H -2.91243 3.15931 1.62435 -0.619 -0.456 0.527
H -2.85043 3.18831 3.32735 -0.021 -0.933 0.092
H -5.09543 3.22631 2.32035 -0.002 0.603 -0.188
C -1.39043 -2.23969 3.02435 -0.955 -1.461 -0.957
C -2.59743 -2.47969 3.86435 -2.283 -0.666 -2.240
O -3.38143 -3.62369 3.42135 1.422 -1.279 -0.603
H -1.56943 -2.41769 1.95335 -0.309 0.019 0.456
H -0.55843 -2.82869 3.30235 0.812 -0.753 0.520
H -1.08443 -1.25869 3.12335 0.590 2.098 0.303
H -3.32943 -1.73069 3.75435 -0.362 1.877 -0.204
H -2.45443 -2.55169 4.87335 1.110 -0.338 2.630
H -4.31843 -3.55869 3.58135 -0.137 0.532 0.326
C 3.78157 1.90731 -2.49165 -1.130 -0.030 0.812
C 3.55957 2.48131 -3.88165 -0.091 2.276 3.125
O 3.21657 1.50831 -4.72565 -2.005 -1.264 -2.338
H 4.70557 1.42131 -2.43865 1.519 -1.055 0.231
H 2.97557 1.21631 -2.11565 0.639 0.528 -1.024
H 3.76257 2.64331 -1.71265 0.292 0.892 0.267
H 4.38057 3.10131 -4.26965 -0.012 -0.056 0.366
H 2.70157 3.11631 -3.68865 -0.196 0.485 -0.715
H 3.97957 1.00031 -4.87465 1.338 -1.454 -0.593
C -2.58143 -0.91069 -4.52865 -0.898 -0.194 -0.074
C -1.42243 -1.85369 -4.60065 0.568 0.044 -0.869
O -0.51043 -1.57869 -3.55565 1.140 -0.406 -1.010
H -2.44643 0.17931 -4.56765 0.680 -0.545 0.111
H -3.17843 -1.14769 -3.63665 0.139 0.223 -0.251
H -3.14143 -1.18369 -5.39265 -1.111 -0.025 -0.737
H -0.99143 -2.01469 -5.61865 0.457 1.208 0.730
H -1.69143 -2.87569 -4.43865 -1.115 -0.772 0.283
H -0.95743 -2.01269 -2.85665 -0.271 -0.346 1.860
C 3.84157 -2.87269 1.19735 -1.624 4.128 0.575
C 3.09157 -2.68369 2.56435 0.927 -1.200 -1.603
O 1.92857 -1.92369 2.32935 0.398 -0.393 0.462
H 4.25957 -1.85969 0.94135 0.354 -1.138 0.215
H 3.29257 -3.09669 0.29135 -1.007 -0.357 0.385
H 4.52657 -3.59969 1.30435 2.958 -2.239 0.288
H 3.74657 -2.31969 3.36535 -0.215 0.648 -0.440
H 2.83657 -3.66869 2.89635 -0.498 -0.734 0.377
H 1.38857 -2.62269 1.92835 -0.953 0.272 -0.134
C 0.60157 -3.71969 -0.87365 0.770 -1.875 0.785
C -0.30743 -4.05569 0.25235 -0.913 0.791 -0.991
O 0.46957 -4.13569 1.36935 0.507 -1.251 3.054
H 0.87757 -2.71769 -0.67165 0.674 0.889 -0.512
H -0.02943 -3.85569 -1.68065 -0.805 0.401 -2.433
H 1.46557 -4.42669 -0.97665 -0.616 0.686 0.244
H -0.90143 -4.95669 0.17435 -0.140 -0.309 -0.559
H -0.99043 -3.19269 0.30835 -0.258 -0.381 0.059
H -0.03843 -4.71869 1.97335 0.839 0.807 0.073
C -1.88643 3.94831 -0.80365 0.056 0.237 0.728
C -2.23043 4.31431 -2.24865 1.648 -2.212 3.449
O -1.13243 4.97331 -2.69965 3.134 1.379 0.444
H -2.53843 3.15331 -0.54265 -0.833 -0.723 0.613
H -1.98943 4.76131 -0.06065 -0.074 -0.229 -0.577
H -0.87843 3.51031 -0.58165 -0.651 0.572 -0.928
H -2.95243 4.99831 -2.37765 -3.683 1.789 0.202
H -2.39443 3.40431 -2.76365 -0.468 -1.030 -0.797
H -1.34443 5.19831 -3.55965 -0.265 1.446 -2.926
C 0.08157 0.30631 4.79635 0.809 -7.624 2.235
O -0.13743 -0.79569 5.57735 1.000 4.391 -3.468
N -0.41943 1.44031 5.19035 -1.742 1.150 3.940
N 0.81657 0.26431 3.67035 0.418 -0.466 0.271
H -0.55643 1.34531 6.25635 -0.064 0.641 -2.480
H 0.03757 2.24131 4.84835 0.111 1.212 -0.133
H 1.35057 -0.58169 3.43035 -0.895 0.471 0.434
H 1.00657 1.10231 3.07635 -0.611 -1.353 0.976
C -0.26843 1.66231 -3.16765 -4.108 -4.925 2.131
O -1.42743 1.18531 -2.48465 5.216 2.882 -2.653
N 0.61757 0.79331 -3.59565 0.470 -4.254 0.651
N 0.09157 2.85431 -3.47065 -0.185 4.184 -1.175
H 0.35657 -0.22669 -3.41065 0.355 1.614 -0.629
H 1.59157 0.97931 -3.83465 -0.685 0.325 -0.195
H -0.51643 3.62631 -3.25065 0.394 0.272 0.433
H 0.70357 3.06331 -4.27265 -0.437 -0.792 0.862
C 0.53057 3.23131 2.55235 -7.176 4.424 -4.738
O -0.57343 3.90531 2.01835 5.391 -3.471 2.553
N 1.00457 3.60631 3.67335 0.465 3.401 4.106
N 1.12657 2.22431 2.01835 -1.795 -1.725 -4.709
H 0.65457 4.50531 3.98235 0.088 -0.270 0.197
H 1.74557 3.19831 4.18735 0.786 -0.459 0.027
H 0.78757 1.87031 1.06635 0.144 0.858 1.098
H 2.07157 2.10331 2.08535 2.961 -0.212 0.693
C 3.95457 0.78031 0.91735 0.837 -0.244 -1.363
O 3.40557 0.40831 2.13835 1.025 0.080 0.570
H 3.16657 0.85131 0.21935 -1.105 0.602 -1.133
H 4.67557 0.13131 0.35135 -0.197 -0.109 1.262
H 4.44657 1.71831 1.01735 0.306 0.900 0.132
H 3.19857 -0.51269 2.04235 -0.718 -0.685 0.322
C 2.84857 -1.55169 -2.44865 -0.613 1.715 2.618
O 2.60657 -2.10969 -3.66965 0.226 -2.747 -0.574
H 2.74157 -2.25969 -1.61265 0.032 0.175 -0.283
H 2.16757 -0.70169 -2.21565 -0.060 -0.688 -0.310
H 3.80757 -1.08069 -2.33765 1.026 0.004 -0.236
H 2.73457 -3.07669 -3.45465 -0.399 1.458 -1.238
C 0.40457 -0.24669 0.22935 2.666 0.269 -3.662
O 0.54857 1.10731 -0.23765 0.947 -0.473 2.138
H 0.04157 -0.81969 -0.60865 -0.396 -0.330 -0.236
H -0.27643 -0.31569 0.98235 -1.508 -0.145 2.521
H 1.42957 -0.63769 0.39835 -0.818 0.198 0.629
H 0.25257 1.21331 -1.10965 -1.262 0.057 -1.874
```
Positions in Å, forces in eV/Å.

Properties
gap between HOMO and LUMO: 8.73 eV
LUMO: 0.35 eV
relative energy (zero: lowest compared OMol25 entry of this formula, charge and spin): 77.9 kcal per mole
HOMO: -8.38 eV

Atom charges from the Mulliken analysis, given in e for atoms 1 to 6: atom 1 (C): -1.662, atom 2 (C): 0.243, atom 3 (O): 0.236, atom 4 (H): 0.422, atom 5 (H): 0.266, atom 6 (H): 0.368


Entry from the OMol25 dataset: C4H10N2S as an isolated structure (ωB97M-V/def2-TZVPD).

```
17
Properties=species:S:1:pos:R:3:forces:R:3
C 0.96389 0.24451 1.14727 3.219 2.853 2.855
C 0.10209 -0.56927 0.33062 -0.756 -1.956 0.435
C 0.98002 -1.14568 -0.73462 1.928 -4.197 -4.101
C -1.29688 0.02435 0.00417 -0.971 1.135 0.835
H 2.00239 -0.26558 1.06651 -1.614 0.528 1.029
H 1.31881 1.26535 0.63582 -1.484 -1.673 1.486
H 0.55179 0.26536 2.31205 1.427 0.656 -3.062
H 0.09909 -1.54137 0.98125 -1.757 1.779 -1.009
H 0.21355 -1.59678 -1.64015 2.564 0.971 2.367
H 2.00639 -0.55124 -1.36759 -3.561 -1.403 2.330
H 1.51949 -2.23731 -0.05864 -1.224 3.378 -2.840
H -2.21251 -1.36564 0.74414 0.168 -2.319 0.884
H -2.32592 1.61210 -0.38349 -4.025 1.123 -0.457
H 0.47824 2.80582 -1.22485 -0.844 -0.456 0.045
N -2.43469 -0.53593 0.29264 1.956 2.890 -1.498
N -1.39669 1.48411 -0.31901 5.160 -2.824 -0.560
S -0.56905 2.10718 -1.78611 -0.185 -0.487 1.263
```
Positions in Å, forces in eV/Å.

Properties
gap between HOMO and LUMO: 10.11 eV
LUMO: 0.59 eV
relative energy (zero: lowest compared OMol25 entry of this formula, charge and spin): 107.3 kcal per mole
HOMO: -9.52 eV

Atom charges from the Mulliken analysis, given in e for atoms 1 to 6: atom 1 (C): -1.122, atom 2 (C): 0.731, atom 3 (C): -1.094, atom 4 (C): 0.219, atom 5 (H): 0.347, atom 6 (H): 0.159


- Among the records above, which one has the highest gap between HOMO and LUMO?
  CF3NOS


- The lowest LUMO belongs to which entry?
  CF3NOS


- Which of these has the lowest HOMO?
  CF3NOS